# 1
{
  "formula": "C14H8F3IrNO6S",
  "method": "ωB97M-V/def2-TZVPD",
  "charge": -1,
  "lumo_energy_ev": 2.225,
  "gap_ev": 6.773,
  "max_force_ev_per_a": 1.0,
  "de_lowest_kj_mol": 0.0,
  "spin_multiplicity": 1,
  "species": ["Ir", "C", "C", "C", "C", "C", "C", "C", "C", "C", "S", "C", "N", "H", "H", "H", "H", "H", "H", "H", "H", "O", "C", "O", "C", "O", "O", "F", "C", "F", "F", "C", "O", "O"],
  "xyz": [[0.977208, 0.880365, -0.167556], [-0.765335, -0.642256, -2.554088], [-1.226427, -0.955485, -1.166835], [-2.360988, -1.795348, -1.039267], [-2.842628, -2.129640, 0.180411], [-2.183127, -1.659591, 1.336238], [-2.624897, -2.012768, 2.628068], [-1.937207, -1.560927, 3.721417], [-0.803452, -0.758287, 3.560997], [-0.342115, -0.383608, 2.311263], [1.069846, 0.589837, 2.120695], [-1.051035, -0.834380, 1.161894], [-0.601702, -0.474630, -0.103793], [-1.201801, -1.361013, -3.247336], [0.316571, -0.653696, -2.637774], [-1.090319, 0.352778, -2.858326], [-2.831034, -2.150391, -1.945856], [-3.716389, -2.762037, 0.287317], [-3.501594, -2.640587, 2.728021], [-2.265899, -1.824848, 4.719344], [-0.260269, -0.409205, 4.430428], [0.228178, 3.002718, -3.496056], [0.312402, 2.432553, -2.431293], [1.078567, 1.418866, -2.175956], [-0.592295, 2.939700, -1.253212], [-1.335818, 3.878691, -1.373280], [-0.425387, 2.298056, -0.108141], [5.323255, 2.344593, -0.459424], [4.910137, 1.076640, -0.427293], [5.334781, 0.466761, -1.544759], [5.501912, 0.470739, 0.620087], [3.384200, 0.974749, -0.302490], [2.820844, -0.138938, -0.382388], [2.701827, 2.020580, -0.131072]],
  "atomic_forces_ev_per_a": [[-0.769, 0.062, -0.013], [-0.044, -0.035, -0.039], [0.048, 0.006, -0.010], [-0.029, 0.001, -0.007], [0.006, 0.001, -0.006], [0.012, 0.011, -0.021], [0.010, 0.003, 0.021], [-0.020, -0.011, 0.001], [0.023, 0.024, -0.013], [-0.013, -0.039, -0.025], [-0.058, 0.017, -0.001], [-0.070, -0.012, 0.032], [0.065, 0.041, -0.015], [0.017, -0.014, 0.019], [0.017, 0.005, 0.003], [-0.010, -0.018, -0.001], [-0.001, 0.005, 0.006], [0.002, 0.003, 0.000], [0.002, 0.003, -0.001], [0.005, 0.004, -0.002], [-0.006, -0.005, -0.001], [0.116, -0.091, -0.291], [-0.285, 0.359, -0.090], [-0.171, -0.008, 0.263], [0.507, -0.255, 0.798], [-0.209, 0.038, -0.232], [-0.311, 0.040, -0.330], [-0.035, -0.170, 0.010], [0.066, -0.108, 0.025], [-0.023, 0.083, 0.154], [-0.041, 0.093, -0.151], [0.029, 0.361, -0.163], [0.525, -0.304, 0.033], [0.647, -0.092, 0.047]]
}



# 2
{
  "formula": "C14H8F5N3PdS3",
  "method": "ωB97M-V/def2-TZVPD",
  "charge": 0,
  "lumo_energy_ev": -1.518,
  "gap_ev": 6.258,
  "max_force_ev_per_a": 0.9,
  "de_lowest_kj_mol": 0.0,
  "spin_multiplicity": 1,
  "species": ["Pd", "C", "S", "C", "S", "N", "N", "C", "C", "C", "C", "C", "C", "N", "H", "H", "H", "H", "H", "H", "H", "H", "F", "C", "C", "F", "C", "F", "C", "S", "C", "F", "C", "F"],
  "xyz": [[-0.099046, -0.462417, 0.497052], [-1.250090, 3.041565, 4.268721], [0.236341, 3.316937, 3.265838], [0.265663, 1.766063, 2.413670], [-1.116676, 1.351965, 1.439670], [1.336450, 1.046536, 2.597725], [1.295392, -0.104216, 1.852086], [2.217015, -0.984120, 1.956995], [2.082805, -2.186853, 1.115739], [2.992136, -3.224893, 1.145957], [2.759415, -4.344832, 0.357632], [1.622254, -4.393086, -0.425506], [0.754004, -3.307565, -0.414532], [0.984020, -2.233499, 0.325087], [-1.330109, 3.905340, 4.925299], [-1.129259, 2.140778, 4.864954], [-2.134992, 2.971773, 3.642088], [3.039351, -0.843870, 2.651845], [3.857638, -3.156139, 1.790648], [3.455358, -5.172753, 0.363560], [1.404609, -5.248652, -1.047890], [-0.142710, -3.282837, -1.021562], [-1.970282, 3.843142, -4.667819], [-1.864752, 2.769765, -3.883407], [-0.709223, 2.536810, -3.163503], [0.321278, 3.379594, -3.269982], [-0.611921, 1.423791, -2.346168], [0.568424, 1.231796, -1.729587], [-1.650835, 0.516772, -2.191486], [-1.641086, -0.909660, -1.163088], [-2.788224, 0.765765, -2.960593], [-3.824112, -0.078180, -2.905798], [-2.906606, 1.864899, -3.788362], [-4.022230, 2.060281, -4.495283]],
  "atomic_forces_ev_per_a": [[-0.844, 0.072, 0.200], [-0.006, 0.067, -0.173], [0.080, -0.114, 0.217], [-0.150, -0.220, -0.011], [0.430, 0.091, -0.301], [0.020, 0.116, 0.021], [0.068, -0.072, -0.022], [0.026, 0.022, -0.038], [-0.095, 0.050, 0.142], [0.045, -0.023, 0.103], [-0.031, -0.016, -0.026], [0.026, 0.012, 0.042], [0.048, -0.018, -0.077], [0.399, 0.008, -0.108], [-0.012, 0.008, -0.002], [-0.020, 0.013, 0.022], [-0.024, 0.008, 0.035], [0.035, -0.017, -0.075], [0.019, -0.022, -0.030], [0.018, 0.014, 0.008], [-0.024, -0.001, 0.005], [0.025, 0.052, -0.033], [0.014, -0.028, -0.001], [0.015, -0.001, 0.003], [0.034, 0.015, 0.027], [-0.015, 0.001, -0.003], [0.270, -0.017, -0.006], [-0.155, 0.046, -0.016], [-0.217, -0.058, -0.033], [0.079, -0.043, 0.063], [-0.069, 0.020, 0.051], [0.016, 0.031, 0.025], [-0.013, -0.008, -0.031], [0.010, 0.011, 0.021]]
}



# 3
{
  "formula": "C14H9BrCl5NO3SZr",
  "method": "ωB97M-V/def2-TZVPD",
  "charge": 2,
  "lumo_energy_ev": -7.422,
  "gap_ev": 7.272,
  "max_force_ev_per_a": 0.7,
  "de_lowest_kj_mol": 0.0,
  "spin_multiplicity": 1,
  "species": ["Zr", "Br", "C", "C", "C", "C", "C", "N", "C", "O", "O", "H", "H", "H", "C", "S", "C", "O", "H", "H", "H", "H", "H", "H", "Cl", "C", "C", "C", "Cl", "C", "Cl", "C", "Cl", "C", "Cl"],
  "xyz": [[-0.206271, -0.087188, 0.038480], [2.269102, 1.232398, 1.579905], [2.186167, 1.896259, -0.179645], [2.987397, 2.885389, -0.710709], [2.769552, 3.219423, -2.044909], [1.797483, 2.568592, -2.806351], [1.046109, 1.599604, -2.184301], [1.246179, 1.294381, -0.893541], [-0.014093, 0.747079, -2.830106], [-0.254156, 0.711358, -3.982989], [-0.630990, -0.044333, -1.870644], [3.747731, 3.375083, -0.119467], [3.375349, 3.994552, -2.496583], [1.630084, 2.805470, -3.847993], [1.898632, -4.042437, 1.294999], [0.565544, -3.347211, 0.358281], [1.187860, -3.489876, -1.296571], [0.680077, -1.802146, 0.697377], [2.834583, -3.556415, 1.026270], [1.912937, -5.105451, 1.045216], [1.661895, -3.919670, 2.349666], [1.199012, -4.558436, -1.522524], [2.186024, -3.059949, -1.364084], [0.482509, -3.001669, -1.968822], [-0.921337, 3.016220, 1.435302], [-2.133246, 1.800095, 1.734953], [-1.910423, 0.551853, 1.189390], [-2.900654, -0.394707, 1.302966], [-2.572857, -1.875822, 0.398899], [-4.082418, -0.188227, 1.989104], [-5.268250, -1.406217, 2.081213], [-4.257569, 1.072407, 2.585149], [-5.685289, 1.390799, 3.446051], [-3.291124, 2.086749, 2.446550], [-3.535549, 3.632044, 3.119468]],
  "atomic_forces_ev_per_a": [[-0.097, -0.321, 0.130], [-0.053, -0.033, 0.136], [0.092, 0.219, -0.246], [-0.024, -0.051, 0.008], [0.017, 0.031, -0.027], [0.027, 0.012, 0.019], [0.145, 0.122, -0.076], [-0.051, 0.034, 0.111], [-0.256, -0.457, 0.349], [-0.046, 0.081, -0.071], [0.315, 0.326, -0.094], [-0.005, -0.008, 0.012], [-0.007, -0.005, -0.010], [-0.011, -0.017, -0.002], [0.028, -0.037, -0.061], [-0.165, 0.197, 0.341], [0.052, -0.006, -0.017], [-0.003, -0.389, -0.542], [0.014, -0.021, 0.031], [0.059, 0.007, 0.044], [-0.003, 0.009, 0.006], [0.051, 0.019, -0.030], [0.005, -0.024, -0.031], [-0.009, 0.020, 0.003], [-0.041, -0.153, 0.009], [-0.121, 0.135, 0.119], [0.074, 0.351, -0.094], [-0.074, -0.144, -0.066], [0.063, 0.128, 0.082], [0.065, -0.019, -0.039], [-0.022, -0.001, 0.019], [-0.049, 0.053, -0.020], [-0.017, -0.009, 0.026], [0.073, -0.046, -0.031], [-0.024, -0.002, 0.013]]
}



# 4
{
  "formula": "C14H9CaClI3NO5S",
  "method": "ωB97M-V/def2-TZVPD",
  "charge": -2,
  "lumo_energy_ev": 3.909,
  "gap_ev": 6.293,
  "max_force_ev_per_a": 0.8,
  "de_lowest_kj_mol": 21.3,
  "spin_multiplicity": 1,
  "species": ["Ca", "C", "C", "C", "C", "C", "H", "H", "H", "H", "H", "O", "S", "O", "O", "O", "Cl", "C", "C", "C", "I", "C", "O", "C", "N", "C", "C", "C", "C", "H", "H", "H", "H", "I", "I"],
  "xyz": [[0.118050, -1.536966, 0.556466], [2.634030, -0.343474, 1.437192], [2.324689, -1.456647, 2.246084], [2.430494, -2.617367, 1.450766], [2.802919, -2.219496, 0.145863], [2.933778, -0.813085, 0.146706], [2.604791, 0.691802, 1.746887], [2.023664, -1.424377, 3.284310], [2.256651, -3.634153, 1.776438], [2.973221, -2.886832, -0.688767], [3.210069, -0.201793, -0.701820], [-2.679415, -3.901348, -0.607434], [-2.576463, -2.643631, 0.270526], [-3.898602, -2.339612, 0.749095], [-1.581201, -2.928578, 1.346130], [-1.955517, -1.572397, -0.552319], [-2.149504, 5.291921, -1.064913], [-1.719406, 3.797093, -0.248895], [-2.177690, 3.568049, 1.018483], [-1.851760, 2.396313, 1.703169], [-2.556045, 2.122967, 3.647597], [-1.036101, 1.380987, 1.165182], [-0.701928, 0.324348, 1.756276], [-0.582412, 1.650674, -0.208641], [0.171221, 0.682288, -0.773546], [0.620130, 0.837143, -1.994449], [0.356420, 1.984836, -2.758868], [-0.405897, 2.979932, -2.214175], [-0.909222, 2.840105, -0.903634], [-2.803270, 4.308775, 1.499018], [1.216859, 0.026215, -2.399143], [0.748270, 2.064249, -3.764540], [-0.637380, 3.875924, -2.774978], [-0.796200, -4.659915, -1.530330], [1.592763, -5.643961, -2.759751]],
  "atomic_forces_ev_per_a": [[0.313, 0.679, 0.311], [-0.101, -0.083, 0.067], [-0.056, 0.005, -0.019], [-0.011, -0.088, -0.012], [-0.072, -0.061, -0.013], [-0.092, -0.150, -0.059], [-0.020, -0.001, 0.000], [0.025, 0.016, 0.007], [0.020, -0.004, 0.000], [0.008, 0.018, -0.013], [-0.015, 0.003, -0.003], [0.099, -0.074, -0.045], [0.323, -0.143, 0.043], [-0.037, -0.006, 0.007], [-0.144, -0.147, -0.010], [-0.079, 0.046, -0.218], [0.000, -0.004, 0.001], [0.009, -0.005, -0.003], [0.002, 0.002, 0.011], [0.077, 0.009, 0.110], [0.002, -0.002, -0.015], [-0.044, 0.024, -0.198], [0.019, -0.057, 0.003], [-0.013, -0.021, 0.037], [-0.107, -0.112, -0.061], [-0.008, 0.020, 0.007], [0.002, 0.000, 0.002], [0.006, -0.001, -0.001], [-0.006, 0.007, 0.000], [0.001, 0.000, -0.001], [-0.002, -0.001, -0.004], [-0.001, 0.002, 0.000], [0.001, -0.001, -0.002], [-0.235, 0.230, 0.175], [0.138, -0.100, -0.100]]
}